(1)
ORCA calculation (ωB97M-V with the def2-TZVPD basis set) on a structure of composition C9H10NO6Pd.

Atoms and positions in Å:
O -2.93 2.65 1.04
C -2.86 1.66 1.63
Pd -1.65 -2.17 -1.35
O -2.62 -2.71 1.70
C -2.79 -2.17 0.60
C -0.05 -2.80 -0.76
O 1.09 -2.99 -0.83
C -0.95 -0.79 -2.94
O -0.35 -0.33 -3.83
C -3.60 -2.25 -2.21
O -4.57 -2.67 -2.69
H -2.80 -1.01 -0.85
C 2.70 1.58 1.56
N 1.80 1.29 0.38
C 2.08 2.06 -0.89
C 0.68 0.44 0.45
C 0.49 -0.28 1.65
O -0.05 0.39 -0.68
H 3.44 2.31 1.25
H 3.17 0.62 1.90
H 2.07 1.97 2.41
H 2.29 1.32 -1.68
H 1.21 2.70 -1.12
H 3.04 2.70 -0.66
H -0.55 -0.05 2.05
H 0.49 -1.39 1.42
H 1.24 -0.08 2.45

2S+1	3
E_LUMO (spin up / spin down)	-0.1616 / -0.2550	Eh
energy	-982.549373	Ha
highest occupied orbital energy (spin up / spin down)	-12.04 / -12.32	eV
total charge	+1
ΔE to the lowest compared entry with this formula, charge and spin	2.457	eV

Atom charges from the Löwdin analysis, given in e for atoms 1 to 5: atom 1 (O): 0.023, atom 2 (C): 0.015, atom 3 (Pd): 0.608, atom 4 (O): 0.058, atom 5 (C): -0.002



(2)
ORCA calculation (ωB97M-V with the def2-TZVPD basis set) on the molecule C9H10NOP.

Atoms and positions in Å:
C -2.61 0.71 0.61
C -1.92 1.97 0.58
C -1.99 -0.44 0.29
C -0.55 1.99 0.48
C -0.60 -0.42 0.10
C 0.08 0.84 0.15
C 0.32 -1.50 -0.16
C -0.06 -2.89 0.23
C 2.48 1.05 -1.62
N 2.60 0.45 1.42
O 1.46 -1.21 -0.49
P 1.93 0.59 0.07
H -3.64 0.71 0.94
H -2.42 2.86 0.92
H -2.47 -1.43 0.57
H 0.03 2.97 0.55
H 0.45 -3.66 -0.42
H -1.10 -2.94 0.33
H 0.29 -3.01 1.17
H 1.63 1.56 -2.11
H 3.31 1.72 -1.39
H 2.79 0.09 -2.25

E_LUMO (spin up / spin down)	-0.0346 / -0.0347	Eh
energy	-820.180081	Ha
highest occupied orbital energy (spin up / spin down)	-7.51 / -7.51	eV
ΔE to the lowest compared entry with this formula, charge and spin	3.002	eV

Atom charges from the Löwdin analysis, given in e for atoms 1 to 5: atom 1 (C): -0.071, atom 2 (C): -0.042, atom 3 (C): -0.042, atom 4 (C): -0.096, atom 5 (C): -0.150



(3)
ORCA calculation (ωB97M-V with the def2-TZVPD basis set) on a structure of composition C9H10O2.

Atoms and positions in Å:
C -1.77 -2.62 0.89
C -1.46 -1.16 0.50
C -0.44 -0.94 -0.66
C 0.27 0.42 -0.63
C -0.32 1.56 -0.45
C 0.36 2.85 -0.53
C 1.79 2.81 -0.56
C 2.43 1.56 -0.61
C 1.70 0.32 -0.68
H -0.91 -2.57 2.52
H -2.60 -2.84 1.27
H -1.60 -3.56 0.26
H -1.47 -0.21 1.49
H 0.32 -1.85 -1.12
H -1.41 1.67 -0.75
H -0.19 4.07 -0.30
H 2.20 3.59 -0.63
H 3.51 1.55 -0.49
H 2.19 -0.75 -0.47
O -0.82 -3.10 1.82
O -1.81 -0.80 -0.86

E_LUMO	0.0323	Eh
energy	-499.158199	Ha
highest occupied orbital energy	-9.07	eV
ΔE to the lowest compared entry with this formula, charge and spin	7.445	eV

Atom charges from the Löwdin analysis, given in e for atoms 1 to 5: atom 1 (C): -0.199, atom 2 (C): -0.153, atom 3 (C): -0.223, atom 4 (C): -0.264, atom 5 (C): -0.109



(4)
ORCA calculation (ωB97M-V with the def2-TZVPD basis set) on the molecule C9H10O2S.

Atoms and positions in Å:
C -3.19 -1.43 0.63
S -1.65 -1.61 -0.35
C -0.82 -0.16 0.29
C -1.38 1.13 -0.50
O -1.41 1.01 -1.72
O -2.08 2.18 0.04
C 0.67 -0.14 0.10
C 1.25 -0.58 -1.05
C 2.66 -0.36 -1.25
C 3.42 0.11 -0.18
C 2.81 0.47 1.00
C 1.45 0.45 1.01
H -3.82 -2.12 0.13
H -3.67 -0.56 0.49
H -3.13 -1.61 1.62
H -1.12 -0.15 1.41
H -2.54 2.79 -0.70
H 0.57 -0.76 -1.98
H 3.08 -0.80 -2.23
H 4.50 0.36 -0.40
H 3.35 0.97 1.72
H 1.05 0.84 1.92

structure (SMILES)	CS[C@H](C(=O)O)c1ccccc1
E_LUMO	0.0211	Eh
energy	-897.554908	Ha
highest occupied orbital energy	-8.89	eV
ΔE to the lowest compared entry with this formula, charge and spin	0.395	eV

Atom charges from the Löwdin analysis, given in e for atoms 1 to 5: atom 1 (C): -0.333, atom 2 (S): 0.919, atom 3 (C): -0.476, atom 4 (C): -0.463, atom 5 (O): 0.037



(5)
ORCA calculation (ωB97M-V with the def2-TZVPD basis set) on the molecule C9H10O3.

Atoms and positions in Å:
C 0.75 2.63 -2.51
O 1.27 1.49 -1.73
C 0.37 0.78 -0.95
C -0.96 1.11 -0.76
C -1.78 0.24 0.00
C -1.35 -0.92 0.56
C -2.26 -1.50 1.47
O -3.09 -0.88 2.19
C 0.03 -1.18 0.51
O 0.44 -2.07 1.37
C 1.75 -1.92 1.91
C 0.93 -0.35 -0.21
H -0.04 2.47 -3.15
H 0.55 3.55 -1.87
H 1.63 2.80 -3.05
H -1.40 1.88 -1.29
H -2.87 0.58 0.13
H -1.92 -2.57 1.69
H 1.75 -1.16 2.67
H 2.45 -1.52 1.19
H 1.81 -2.91 2.27
H 1.96 -0.57 -0.44

structure (SMILES)	COc1ccc(C=O)c(OC)c1
E_LUMO	0.0143	Eh
energy	-574.568399	Ha
highest occupied orbital energy	-8.64	eV
ΔE to the lowest compared entry with this formula, charge and spin	3.199	eV

Atom charges from the Löwdin analysis, given in e for atoms 1 to 5: atom 1 (C): -0.035, atom 2 (O): -0.081, atom 3 (C): -0.233, atom 4 (C): -0.012, atom 5 (C): -0.010



(6)
ORCA calculation (ωB97M-V with the def2-TZVPD basis set) on the molecule C9H10O3.

Atoms and positions in Å:
C 3.14 1.76 0.16
C 2.19 1.35 1.12
C 2.70 1.45 -1.09
C 1.11 0.99 0.28
C -2.39 1.76 -0.12
C -2.38 0.25 -0.42
C -0.21 0.54 0.59
C -0.95 -0.28 -0.46
C -0.72 -1.74 -0.10
O -3.47 2.30 -0.13
O 1.45 0.95 -1.04
O -1.30 2.30 0.19
H 4.13 1.95 0.46
H 2.20 1.73 2.18
H 3.24 1.69 -2.10
H -2.90 -0.29 0.27
H -2.90 0.09 -1.35
H -0.61 0.37 1.65
H -0.58 0.03 -1.44
H -0.93 -1.62 0.99
H 0.25 -2.11 -0.37
H -1.48 -2.51 -0.46

E_LUMO (spin up / spin down)	-0.0432 / -0.0432	Eh
energy	-574.552338	Ha
highest occupied orbital energy (spin up / spin down)	-8.75 / -8.75	eV
ΔE to the lowest compared entry with this formula, charge and spin	3.636	eV

Atom charges from the Löwdin analysis, given in e for atoms 1 to 5: atom 1 (C): -0.080, atom 2 (C): 0.050, atom 3 (C): -0.079, atom 4 (C): -0.270, atom 5 (C): -0.672



(7)
ORCA calculation (ωB97M-V with the def2-TZVPD basis set) on the molecule C9H10O4.

Atoms and positions in Å:
C 3.90 -1.21 0.30
O 3.30 0.06 0.43
C 2.09 0.14 -0.01
C 1.55 1.39 0.29
C 0.23 1.65 -0.06
C -0.59 0.62 -0.61
O -1.91 0.96 -0.94
C -2.96 0.90 -0.03
C -3.41 -0.59 0.14
O -2.85 -1.51 -0.46
O -4.51 -0.80 1.00
C -0.06 -0.67 -0.82
C 1.28 -0.88 -0.58
H 3.93 -1.53 -0.77
H 4.97 -1.05 0.68
H 3.32 -1.94 0.88
H 2.24 2.11 0.69
H -0.21 2.60 0.23
H -2.66 1.34 0.92
H -3.77 1.54 -0.44
H -4.91 0.10 1.31
H -0.61 -1.42 -1.28
H 1.66 -1.82 -0.86

structure (SMILES)	COc1ccc(OCC(=O)O)cc1
E_LUMO	0.0146	Eh
energy	-649.858570	Ha
highest occupied orbital energy	-8.08	eV
ΔE to the lowest compared entry with this formula, charge and spin	2.161	eV

Atom charges from the Löwdin analysis, given in e for atoms 1 to 5: atom 1 (C): -0.072, atom 2 (O): -0.075, atom 3 (C): -0.340, atom 4 (C): -0.001, atom 5 (C): 0.010



(8)
ORCA calculation (ωB97M-V with the def2-TZVPD basis set) on a structure of composition C9H10O7Pd.

Atoms and positions in Å:
Pd -0.26 0.32 -0.84
C 1.92 -1.30 -2.45
O 1.36 -1.29 -1.13
C 0.76 -2.52 -0.72
C -0.66 -2.68 -1.29
O -1.45 -1.52 -1.02
C -2.21 -1.55 0.19
H 2.64 -2.11 -2.55
H 2.44 -0.35 -2.59
H 1.15 -1.42 -3.23
H 0.74 -2.48 0.38
H 1.38 -3.37 -1.04
H -1.14 -3.57 -0.87
H -0.64 -2.78 -2.38
H -2.89 -2.41 0.18
H -2.81 -0.63 0.22
H -1.56 -1.62 1.08
O 0.10 4.99 3.48
C 0.13 4.12 2.70
C 0.15 4.26 1.11
O 0.22 5.31 0.58
C 0.12 2.87 0.59
C 0.08 1.90 1.67
O -0.01 0.68 1.43
C 0.13 2.55 3.00
O 0.20 2.13 4.10
O 0.10 2.51 -0.60

2S+1	5
E_LUMO (spin up / spin down)	-0.3348 / -0.4238	Eh
energy	-1002.641745	Ha
highest occupied orbital energy (spin up / spin down)	-17.17 / -18.17	eV
total charge	+2

Atom charges from the Löwdin analysis, given in e for atoms 1 to 5: atom 1 (Pd): 1.304, atom 2 (C): -0.033, atom 3 (O): -0.257, atom 4 (C): -0.135, atom 5 (C): -0.131



(9)
ORCA calculation (ωB97M-V with the def2-TZVPD basis set) on a structure of composition C9H11AuO6.

Atoms and positions in Å:
O -1.05 2.79 -6.17
C -1.09 2.31 -5.13
Au -1.23 1.12 -2.09
C -1.75 1.30 0.86
O -1.81 1.34 1.99
C -1.06 -1.93 -1.77
O -1.13 -3.06 -1.64
C 0.77 0.80 -2.11
O 1.84 0.44 -2.36
C -3.20 0.91 -2.15
O -4.25 0.53 -1.85
H -1.19 0.21 -3.47
C 1.84 1.57 1.13
C 1.84 0.05 1.24
O 0.58 -0.49 0.80
C 0.04 -1.66 1.43
C 0.25 -1.78 2.93
H 1.56 1.91 0.13
H 2.85 1.91 1.39
H 1.18 2.03 1.88
H 2.63 -0.38 0.60
H 2.01 -0.23 2.29
H -1.03 -1.64 1.19
H 0.46 -2.54 0.91
H 0.02 -0.84 3.46
H -0.41 -2.56 3.31
H 1.27 -2.10 3.19

2S+1	3
E_LUMO (spin up / spin down)	-0.2935 / -0.4487	Eh
energy	-935.809912	Ha
highest occupied orbital energy (spin up / spin down)	-15.51 / -18.50	eV
total charge	+2
ΔE to the lowest compared entry with this formula, charge and spin	0.000	eV

Atom charges from the Löwdin analysis, given in e for atoms 1 to 5: atom 1 (O): 0.074, atom 2 (C): -0.006, atom 3 (Au): 0.732, atom 4 (C): 0.016, atom 5 (O): 0.106



(10)
ORCA calculation (ωB97M-V with the def2-TZVPD basis set) on a structure of composition C9H11BrClFeN3O6.

Atoms and positions in Å:
Fe 0.14 0.17 -0.36
C -2.39 -3.44 -0.40
C -1.48 -2.30 -0.09
N -1.68 -1.10 -0.50
O -2.79 -0.94 -1.31
C -0.26 -2.51 0.70
C -0.01 -3.71 1.56
N 0.57 -1.53 0.62
O 1.67 -1.43 1.28
H -2.89 -3.28 -1.35
H -3.15 -3.53 0.37
H -1.83 -4.37 -0.43
H -2.60 -0.09 -1.74
H -0.94 -4.12 1.95
H 0.63 -3.41 2.38
H 0.50 -4.50 1.01
O 1.01 1.73 -2.57
Cl -0.08 0.87 -2.95
O -0.44 0.98 -4.30
O -1.21 1.21 -2.07
O 0.28 -0.50 -2.59
Br 0.18 5.88 0.11
C 0.95 4.23 0.60
C 2.13 4.18 1.32
C 2.65 2.95 1.66
C 1.97 1.80 1.28
N 0.83 1.86 0.59
C 0.32 3.05 0.24
H 2.64 5.10 1.60
H 3.57 2.86 2.21
H 2.31 0.80 1.51
H -0.59 3.05 -0.35

2S+1	5
E_LUMO (spin up / spin down)	-0.0165 / -0.0269	Eh
energy	-5262.840218	Ha
highest occupied orbital energy (spin up / spin down)	-8.08 / -8.01	eV
ΔE to the lowest compared entry with this formula, charge and spin	0.240	eV

Atom charges from the Löwdin analysis, given in e for atoms 1 to 5: atom 1 (Fe): 0.897, atom 2 (C): 0.000, atom 3 (C): -0.264, atom 4 (N): -0.054, atom 5 (O): -0.025



Number 1: maximum force 11.24 eV/Å. Number 2: maximum force 3.76 eV/Å. Number 3: maximum force 13.94 eV/Å. Number 4: maximum force 4.42 eV/Å. Number 5: maximum force 4.58 eV/Å. Number 6: maximum force 3.95 eV/Å. Number 7: maximum force 3.80 eV/Å. Number 8: maximum force 1.64 eV/Å. Number 9: maximum force 5.35 eV/Å. Number 10: maximum force 1.01 eV/Å.